1.
Computed, not measured: a cluster of 2 separate species, C8H8N4O4 in total, with the ωB97M-V functional and the def2-TZVPD basis.

Calculated values
Gap between HOMO and LUMO ... 0.36460 Eh
Calculated total energy ... -22575.4526 eV
SMILES ... O=c1cc[nH]c(=O)[nH]1.O=c1cc[nH]c(=O)[nH]1
2S+1 ... 1
LUMO energy ... 0.28 eV

Last column: natural (NBO) charge in e.
CARTESIAN COORDINATES (ANGSTROEM)
O (5.653, -0.300, 0.340)  -0.56
C (4.441, -0.086, 0.105)  0.63
C (3.854, 1.140, 0.563)  -0.34
C (2.680, 1.665, 0.223)  0.04
N (1.892, 0.855, -0.827)  -0.69
C (2.044, -0.586, -0.772)  0.81
O (1.306, -1.401, -1.242)  -0.58
N (3.362, -0.951, -0.243)  -0.67
H (4.448, 1.773, 1.450)  0.25
H (2.200, 2.664, 0.348)  0.24
H (0.934, 1.023, -1.377)  0.44
H (3.665, -1.950, -0.563)  0.43
O (-3.511, 2.415, -0.377)  -0.55
C (-3.570, 1.243, -0.116)  0.67
C (-4.535, 0.153, -0.570)  -0.38
C (-4.267, -1.130, -0.474)  0.05
N (-3.168, -1.570, 0.252)  -0.61
C (-2.285, -0.733, 0.867)  0.77
O (-1.297, -1.119, 1.543)  -0.64
N (-2.566, 0.603, 0.705)  -0.66
H (-5.546, 0.425, -0.943)  0.24
H (-4.903, -1.838, -0.918)  0.23
H (-2.949, -2.581, 0.567)  0.45
H (-1.872, 1.173, 1.168)  0.43

2.
Computed, not measured: the ion C8H8NO with charge -1, with the ωB97M-V functional and the def2-TZVPD basis.

Calculated values
Gap between HOMO and LUMO (spin up / spin down) ... 0.20336 / 0.20340 Eh
Calculated total energy ... -11959.0684 eV
2S+1 ... 1
LUMO energy (spin up / spin down) ... 3.91 / 3.91 eV
Net charge ... -1

Last column: natural (NBO) charge in e.
CARTESIAN COORDINATES (ANGSTROEM)
C (1.007, -1.812, 1.865)  -0.41
C (0.919, -0.547, 2.330)  -0.20
C (0.652, -2.068, 0.538)  -0.18
C (0.490, 0.496, 1.610)  -0.31
C (0.201, -1.107, -0.179)  -0.33
C (0.006, 0.260, 0.211)  -0.01
C (-1.041, 1.080, -1.982)  -0.36
C (-0.483, 1.300, -0.582)  -0.49
N (-1.621, 1.980, -3.052)  0.12
O (-1.653, 3.170, -2.943)  -0.34
H (1.324, -2.592, 2.576)  0.18
H (1.459, -0.209, 3.306)  0.17
H (1.058, -3.057, 0.038)  0.18
H (0.356, 1.412, 2.102)  0.18
H (-0.077, -1.299, -1.333)  0.16
H (-0.208, 0.505, -2.521)  0.22
H (-1.720, 0.231, -1.843)  0.21
H (-0.668, 2.260, -0.142)  0.19

Maximum force (hartree/bohr)
0.1150 0.1672
Energy above the lowest of the compared OMol25 structures with the same formula, charge and spin (kJ/mol)
335.5 225.7
Molecular weight (g/mol)
224.176 134.158